95
Properties=species:S:1:pos:R:3 method="wB97M-V/def2-TZVPD" gap_ev="7.8 / 6.2" relative_energy_kcal_mol=14.94 energy_ev=-47664.3071 multiplicity=2 e_homo_ha="-0.3915 / -0.3916" charge=+1 largest_force_ha_per_bohr=0.04499
Ir -0.0575 -0.6080 -0.4452
C -1.9121 -1.3740 -0.9259
C -1.8749 0.0576 -1.3784
C -0.8558 0.1560 -2.3483
C -0.2150 -1.1407 -2.4127
C -0.9258 -2.1024 -1.7057
C -0.7660 -3.6019 -1.8112
C 0.6837 -4.0434 -2.0388
C -1.3798 -4.3060 -0.6021
C -1.5712 -3.9800 -3.0712
C -0.3685 1.2897 -3.2723
C 0.6920 0.7480 -4.2470
C -1.5393 1.7965 -4.1251
C 0.2830 2.4677 -2.5440
C -3.0641 0.9247 -0.9710
C -3.7038 0.3969 0.3203
C -4.1344 0.8159 -2.0711
C -2.6940 2.3902 -0.7242
H -2.6779 -1.8464 -0.3372
H 0.6417 -1.3583 -3.0290
H 1.3412 -3.7392 -1.2310
H 1.0725 -3.6420 -2.9787
H 0.7111 -5.1315 -2.1207
H -0.9036 -3.9998 0.3291
H -1.2516 -5.3842 -0.7116
H -2.4541 -4.1156 -0.5332
H -1.1643 -3.4980 -3.9627
H -2.6245 -3.7023 -2.9784
H -1.5202 -5.0603 -3.2186
H 0.3288 -0.0977 -4.8357
H 1.6068 0.4511 -3.7299
H 0.9524 1.5434 -4.9453
H -2.0415 0.9814 -4.6522
H -1.1477 2.4831 -4.8773
H -2.2816 2.3362 -3.5421
H 1.1640 2.1271 -2.0016
H -0.3950 2.9737 -1.8547
H 0.6112 3.1964 -3.2888
H -4.1760 -0.5770 0.1897
H -4.4832 1.0905 0.6376
H -2.9676 0.3303 1.1225
H -4.4542 -0.2222 -2.1948
H -3.7939 1.1800 -3.0358
H -5.0106 1.3991 -1.7792
H -1.9246 2.4844 0.0470
H -3.5801 2.9279 -0.3813
H -2.3382 2.8979 -1.6203
C 4.0949 1.1779 -0.4024
C 3.0444 0.1284 -0.1768
O 1.9904 0.2451 -0.8303
C 3.2748 -0.9662 0.7237
C 4.4795 -1.0164 1.4569
C 4.7923 -2.0824 2.2583
C 3.8936 -3.1531 2.3299
C 2.7108 -3.1378 1.6317
C 2.3566 -2.0335 0.8207
O 1.2154 -2.1188 0.1807
H 3.7228 1.8973 -1.1269
H 5.0302 0.7439 -0.7590
H 4.3065 1.6860 0.5413
H 5.1783 -0.1934 1.3745
H 5.7209 -2.1040 2.8121
H 4.1282 -4.0097 2.9508
H 2.0191 -3.9685 1.6884
C 0.3285 3.8663 4.7978
C 0.4801 3.3011 3.4110
C 1.0408 4.0550 2.3828
C 1.1861 3.5247 1.1042
C 1.8067 4.3452 0.0041
C 0.7424 2.2369 0.8639
C 0.1693 1.4312 1.8679
C 0.0651 2.0044 3.1545
N -0.2178 0.1266 1.5176
C -0.6001 -0.8020 2.6569
C 0.6424 -1.0488 3.5343
C -1.0465 -2.1835 2.1747
C -1.8440 -0.2951 3.4303
H 0.7116 4.8841 4.8560
H 0.8702 3.2639 5.5297
H -0.7191 3.8862 5.1024
H 1.3799 5.0656 2.5862
H 2.5880 4.9975 0.3955
H 1.0614 4.9844 -0.4774
H 2.2465 3.7163 -0.7694
H 0.8558 1.8319 -0.1246
H -0.3289 1.4622 3.9927
H 1.4662 -1.4099 2.9183
H 0.3990 -1.8388 4.2477
H 0.9975 -0.1926 4.0972
H -0.2396 -2.7860 1.7708
H -1.8409 -2.1125 1.4338
H -1.4578 -2.6930 3.0488
H -1.9280 0.7714 3.6010
H -1.8592 -0.7985 4.3991
H -2.7495 -0.6035 2.9063



90
Properties=species:S:1:pos:R:3 method="wB97M-V/def2-TZVPD" gap_ev=9.4 relative_energy_kcal_mol=91.46 energy_ev=-42182.8318 multiplicity=1 e_homo_ha=-0.3420 charge=0 smiles=CCO.CCO.CCO.CCO.CCO.CCO.CCO.CCO.CCO.CCO largest_force_ha_per_bohr=0.04985
C -3.2928 -1.7457 1.9965
C -2.8557 -0.5818 2.9224
O -4.0079 -0.4050 3.7271
H -3.4599 -2.6768 2.5379
H -2.5035 -1.8070 1.2474
H -4.2003 -1.6225 1.4054
H -2.5699 0.3414 2.4183
H -2.0395 -0.8608 3.5888
H -3.5984 -0.1594 4.5599
C -1.3425 2.9001 3.2289
C -2.3041 3.6554 2.3682
O -1.6921 3.9968 1.1254
H -0.3577 3.3450 3.3715
H -1.1207 1.9083 2.8350
H -1.8466 2.7030 4.1750
H -2.5221 4.5870 2.8904
H -3.2714 3.1558 2.3160
H -2.2555 3.7234 0.3978
C -1.4055 -1.8280 -3.9751
C -0.5012 -2.7076 -3.1213
O 0.2150 -3.4956 -4.1323
H -0.8523 -1.2011 -4.6745
H -2.1053 -1.2293 -3.3921
H -2.0195 -2.3540 -4.7062
H -0.9527 -3.3217 -2.3422
H 0.2282 -2.1400 -2.5434
H -0.4173 -3.9966 -4.6527
C 3.7442 -0.1617 1.2018
C 4.9184 0.5924 0.6395
O 6.0656 0.4843 1.4188
H 3.5211 -1.0877 0.6718
H 2.7913 0.3666 1.2333
H 3.9716 -0.4301 2.2334
H 4.6465 1.6366 0.4854
H 5.2518 0.3371 -0.3663
H 6.0370 1.3164 1.8967
C 1.7814 0.1136 -3.8036
C 2.9889 0.9898 -3.4463
O 3.7219 0.9695 -4.6837
H 2.0896 -0.9100 -4.0165
H 1.3387 0.6526 -4.6411
H 1.0341 0.0310 -3.0144
H 3.6526 0.6518 -2.6506
H 2.6802 1.9876 -3.1345
H 3.8181 0.0460 -4.9279
C 0.7278 -3.0750 3.3993
C 1.5065 -2.9404 4.7955
O 0.6185 -2.0945 5.6068
H -0.1555 -3.7129 3.3666
H 1.3442 -3.4613 2.5876
H 0.4226 -2.0673 3.1175
H 2.4483 -2.4439 4.5621
H 1.7717 -3.8300 5.3669
H 0.9761 -2.2162 6.4894
C 2.5581 4.6223 -1.1482
C 1.3348 3.8402 -0.6624
O 0.7602 4.6130 0.4150
H 2.1773 5.6226 -1.3540
H 3.2072 4.3399 -1.9771
H 3.2619 4.6125 -0.3159
H 1.4345 2.8203 -0.2912
H 0.6344 3.7347 -1.4909
H -0.1274 4.3533 0.6726
C -3.9737 3.9866 -1.5019
C -3.1958 2.6956 -1.6574
O -2.9788 2.0428 -0.4190
H -3.3481 4.7961 -1.8778
H -4.3223 4.1784 -0.4872
H -4.9357 3.9448 -2.0126
H -2.2722 3.0078 -2.1447
H -3.6874 1.8618 -2.1587
H -3.7092 1.4716 -0.1703
C 0.1531 -1.0661 0.0303
C -0.8405 -0.2101 -0.7218
O -0.3809 1.1086 -0.8472
H 0.3340 -0.7260 1.0500
H 1.0695 -0.8567 -0.5213
H -0.1386 -2.1153 -0.0166
H -1.7344 -0.2417 -0.0988
H -1.0615 -0.4241 -1.7674
H -1.0901 1.6613 -0.5111
C -0.7663 -4.8461 -0.0666
C 0.6657 -4.8121 -0.7216
O 0.7557 -5.4357 -1.9885
H -0.8562 -4.1407 0.7595
H -1.0845 -5.7796 0.3977
H -1.5506 -4.5660 -0.7697
H 1.2816 -5.4457 -0.0834
H 1.0681 -3.8040 -0.8219
H 0.6960 -4.7719 -2.6795



112
Properties=species:S:1:pos:R:3 method="wB97M-V/def2-TZVPD" gap_ev=7.1 energy_ev=-97987.8404 multiplicity=1 e_homo_ha=-0.1958 charge=-1 largest_force_ha_per_bohr=0.02662
C 1.1463 0.2475 5.6910
C 1.8213 0.2247 4.3476
O 2.9193 0.7519 4.2373
N 1.1867 -0.4012 3.2436
C 0.3561 0.5483 2.4529
C -0.5660 1.3921 3.3114
C -1.6005 2.1621 2.4891
C -2.9547 1.4443 2.3764
C -4.1187 2.1645 3.0415
Cl -4.1590 3.8439 2.3133
N -5.4155 1.5853 2.7566
C -5.8833 0.6504 3.7725
C -5.0187 -0.5858 3.9868
C -5.8123 -1.5595 4.8577
Cl -4.8330 -1.4090 2.3794
C -3.8483 2.3545 4.5693
O -2.9381 1.6770 5.1161
O -4.6100 3.1430 5.1531
H 0.1160 -0.0821 5.6511
H 1.1245 1.2623 6.0728
H 1.7125 -0.3348 6.4091
H 1.9591 -0.6907 2.6547
H 0.9830 1.1386 1.7814
H -0.2554 -0.0806 1.8032
H 0.0553 2.1372 3.8103
H -1.0162 0.7619 4.0671
H -1.2022 2.2735 1.4791
H -1.6653 3.1624 2.8991
H -3.2095 1.2842 1.3313
H -2.8197 0.4495 2.7844
H -6.0995 2.3153 2.6444
H -6.1050 1.1335 4.7284
H -6.8383 0.2639 3.4168
H -4.0625 -0.3419 4.4336
H -5.7615 -1.2267 5.8905
H -6.8462 -1.5436 4.5272
H -5.4581 -2.5740 4.7169
C -3.9400 5.3467 7.1253
C -2.8581 5.4958 6.0850
O -2.8991 6.7948 5.4424
C -2.4420 7.8106 6.1457
O -1.9711 7.7768 7.2547
O -2.5852 8.9270 5.4093
C -2.2067 10.1178 6.0892
H -4.9181 5.5405 6.6855
H -3.9351 4.3368 7.5284
H -3.7999 6.0533 7.9469
H -3.0194 4.7664 5.2984
H -1.8654 5.3222 6.5023
H -1.1911 10.0461 6.4744
H -2.9019 10.3266 6.9023
H -2.2560 10.9256 5.3629
C 5.6058 0.5847 -1.3227
C 5.2501 -0.2305 -0.0974
O 4.1071 -1.0691 -0.3266
C 4.3169 -2.1486 -1.0705
O 5.3640 -2.4931 -1.5520
O 3.1515 -2.7868 -1.2043
C 3.2028 -3.9299 -2.0604
H 4.7434 1.1634 -1.6574
H 6.4219 1.2708 -1.0967
H 5.9132 -0.0544 -2.1495
H 4.9673 0.4326 0.7176
H 6.0917 -0.8321 0.2457
H 3.9727 -4.6301 -1.7440
H 3.3736 -3.6210 -3.0881
H 2.2379 -4.4257 -2.0042
C 0.7068 -2.8719 -9.0423
C 1.8776 -1.9117 -9.0349
O 1.9137 -1.1206 -7.8392
C 2.3293 -1.7515 -6.7401
O 2.6836 -2.8984 -6.6729
O 2.2711 -0.8891 -5.7291
C 2.6031 -1.4548 -4.4586
H -0.2294 -2.3319 -8.8900
H 0.6558 -3.4003 -9.9944
H 0.7935 -3.6082 -8.2451
H 1.7758 -1.2013 -9.8540
H 2.8264 -2.4315 -9.1676
H 3.5799 -1.9336 -4.4858
H 1.8363 -2.1655 -4.1545
H 2.6311 -0.6391 -3.7415
C -0.9754 0.8340 -7.4640
C 0.2661 1.4178 -8.1035
O 0.0427 2.7581 -8.5754
C -0.0040 3.6956 -7.6328
O 0.1433 3.5252 -6.4527
O -0.2453 4.8679 -8.2253
C -0.4084 5.9553 -7.3128
H -1.8192 0.8830 -8.1551
H -0.8043 -0.2068 -7.1892
H -1.2555 1.3841 -6.5673
H 0.5339 0.8350 -8.9816
H 1.1161 1.3941 -7.4247
H 0.4453 6.0375 -6.6439
H -1.3252 5.8305 -6.7389
H -0.4819 6.8594 -7.9108
C 2.1091 -10.9201 0.4830
C 3.3362 -10.2789 -0.1300
O 3.0738 -8.9458 -0.5865
C 2.9792 -8.0208 0.3692
O 3.1148 -8.2064 1.5488
O 2.7076 -6.8544 -0.2127
C 2.4899 -5.7743 0.7013
H 1.2753 -10.8941 -0.2201
H 2.3147 -11.9581 0.7455
H 1.7953 -10.3941 1.3829
H 3.6408 -10.8361 -1.0141
H 4.1779 -10.2774 0.5628
H 3.3265 -5.6598 1.3870
H 1.5674 -5.9291 1.2582
H 2.3953 -4.8707 0.1136



71
Properties=species:S:1:pos:R:3 method="wB97M-V/def2-TZVPD" gap_ev=7.2 energy_ev=-61032.1750 multiplicity=1 e_homo_ha=-0.3837 charge=+1 largest_force_ha_per_bohr=0.06967
Zr -0.6360 0.3292 -1.1455
O -0.9514 -0.3282 -5.3816
C -0.9356 -0.7273 -4.2340
O -1.1279 0.1053 -3.1779
C -0.8491 -2.1585 -3.7552
C -1.9912 -2.3407 -2.7464
C -2.1062 -3.8453 -2.5209
C -0.8084 -4.2005 -1.7593
C -0.1627 -2.8339 -1.5339
O -1.3305 -1.8391 -1.4144
C 0.4196 -2.4718 -2.8972
C 1.3822 -1.2106 -2.8690
O 2.3358 -1.0488 -3.6001
O 1.0930 -0.3899 -1.8987
H -0.9520 -2.8874 -4.5666
H -2.9407 -1.8339 -2.8783
H -2.2078 -4.4141 -3.4561
H -2.9952 -4.0710 -1.9227
H -0.1962 -4.8517 -2.3943
H -1.0016 -4.7432 -0.8268
H 0.5169 -2.7073 -0.6548
H 0.9625 -3.2936 -3.3187
C -3.5145 0.9255 1.0947
N -2.5730 1.3344 0.0841
C -2.6206 2.6507 -0.0971
C -1.7980 3.2572 -1.0387
C -1.9409 4.4090 -1.8386
C -0.9979 4.2558 -2.8758
C -0.2607 3.1010 -2.5837
N -0.6217 2.5527 -1.4029
C -3.0078 -0.1694 1.9516
C -2.5054 0.0401 3.2488
C -2.2240 -1.0639 4.0538
C -2.2876 -2.3777 3.4961
C -2.7221 -2.5418 2.1851
C -3.1399 -1.4621 1.4380
H -4.4573 0.6241 0.6409
H -3.7319 1.7798 1.7572
H -3.3539 3.2858 0.3756
H -2.7089 5.1824 -1.7606
H -0.7738 4.9697 -3.7175
H 0.5767 2.7213 -3.1146
H -2.3306 1.0747 3.6208
H -1.9759 -0.8978 5.1151
H -2.0107 -3.2134 4.1112
H -2.8353 -3.5415 1.7260
H -3.5122 -1.5769 0.4113
O 0.3018 0.4625 0.6286
S 1.1551 0.5611 2.0066
C 2.6649 -0.5072 2.1301
C 3.3437 -1.0566 1.0466
C 4.4758 -1.8550 1.2265
C 5.0791 -1.9480 2.4849
C 4.4054 -1.3726 3.5990
C 3.2264 -0.6542 3.4309
C 1.9190 2.1609 1.7216
C 1.5481 3.2739 2.4512
C 1.8394 4.5698 2.0215
C 2.4850 4.7452 0.8081
C 3.0210 3.6286 0.1355
C 2.7777 2.3462 0.6380
H 2.9883 -0.8791 0.0171
H 4.8675 -2.3921 0.3927
H 6.0120 -2.4812 2.5623
H 4.8412 -1.5034 4.5571
H 2.7856 -0.1785 4.2990
H 1.0120 3.1313 3.4029
H 1.4998 5.4103 2.5922
H 2.6284 5.7447 0.4628
H 3.6492 3.7345 -0.7473
H 3.2839 1.5016 0.2035



106
Properties=species:S:1:pos:R:3 method="wB97M-V/def2-TZVPD" gap_ev=8.8 energy_ev=-68352.8868 multiplicity=1 e_homo_ha=-0.4267 charge=+1 largest_force_ha_per_bohr=0.03520
C 1.2120 -3.7315 2.7393
C 1.4253 -3.9904 1.4872
N 0.9141 -3.1219 0.4443
C 0.6166 -3.8747 -0.7966
B -0.3847 -5.0698 -0.4179
O -1.7349 -4.8685 -0.3132
O 0.0924 -6.3135 -0.1893
C 1.8113 -2.0695 0.2225
N 3.1688 -2.3313 0.1518
N 1.3786 -0.8808 0.1312
C 2.2511 0.2764 -0.0551
C 2.6794 0.7676 1.3427
N 2.6297 2.2238 1.4699
C -0.0642 -0.6028 0.2691
O -0.6997 -1.2197 -0.7984
C -2.0863 -0.9035 -0.8775
C -2.8435 -1.1382 0.4156
O -4.2046 -1.2549 0.1445
C -4.9893 -0.8120 1.2491
C -4.7144 -1.5734 2.5417
H 1.0028 -2.7472 3.1240
H 1.2961 -4.5515 3.4280
H 2.0290 -4.8275 1.1715
H 1.5344 -4.2583 -1.2572
H 0.1113 -3.2630 -1.5335
H -2.0309 -4.2620 -1.0073
H -0.5840 -6.8162 0.2934
H 3.3146 -3.2200 -0.3130
H 3.5739 -2.3406 1.0817
H 3.1631 0.0266 -0.5778
H 1.7463 1.0575 -0.6231
H 3.6683 0.4018 1.6042
H 1.9914 0.3241 2.0789
H 2.6477 2.4188 2.4665
H 1.7055 2.5097 1.1575
H -0.2220 0.4717 0.2571
H -0.3513 -1.0057 1.2363
H -2.2399 0.0939 -1.2853
H -2.5079 -1.5771 -1.6171
H -2.6365 -0.3032 1.0911
H -2.4220 -2.0226 0.9025
H -6.0432 -0.8985 1.0319
H -4.8077 0.2518 1.4198
H -3.8527 -1.1598 3.0570
H -4.4821 -2.6011 2.2902
H -5.5596 -1.5210 3.2137
O 1.3808 3.8598 -1.4017
C 1.0290 3.2963 -2.4018
O 1.8365 2.4726 -3.1155
C 1.1499 2.0416 -4.3148
C -0.3274 2.2133 -4.0124
C -0.3179 3.4153 -3.0721
H 1.4787 2.6672 -5.1451
H 1.4179 1.0089 -4.5255
H -0.9319 2.3522 -4.9062
H -0.7054 1.3322 -3.4851
H -0.3508 4.3703 -3.6194
H -1.1201 3.3660 -2.3387
O -8.1871 -1.9313 1.1448
C -7.9748 -3.1080 1.1096
O -6.9727 -3.6944 1.8126
C -6.8975 -5.0941 1.4844
C -8.2746 -5.4529 0.9460
C -8.7072 -4.1468 0.2852
H -6.1102 -5.2322 0.7397
H -6.6396 -5.6571 2.3785
H -8.2628 -6.3088 0.2741
H -8.9462 -5.6852 1.7735
H -8.3651 -4.0767 -0.7483
H -9.7808 -3.9915 0.3359
O 0.0580 6.0842 -4.2221
C 0.7945 6.9230 -3.7751
O 0.4187 8.2044 -3.6121
C 1.5360 8.9947 -3.1622
C 2.4950 7.9986 -2.5290
C 2.2401 6.7442 -3.3589
H 1.9702 9.5004 -4.0267
H 1.1829 9.7440 -2.4583
H 3.5298 8.3348 -2.5366
H 2.2090 7.8154 -1.4923
H 2.8601 6.7119 -4.2566
H 2.3675 5.8334 -2.7800
O 4.2703 0.2699 -5.1915
C 4.7390 -0.2908 -4.2486
O 4.4588 -1.5850 -3.9357
C 5.0812 -1.9302 -2.6892
C 6.2233 -0.9394 -2.5172
C 5.6682 0.3028 -3.2073
H 4.3370 -1.8413 -1.8950
H 5.4320 -2.9603 -2.7345
H 6.5034 -0.7822 -1.4766
H 7.1054 -1.2946 -3.0512
H 5.0799 0.9226 -2.5279
H 6.4442 0.8981 -3.6787
O 0.6653 0.9219 3.7515
C 1.0796 1.2859 4.8195
O 1.8609 2.3746 4.9572
C 2.2924 2.5057 6.3289
C 1.2691 1.7252 7.1389
C 0.8680 0.6207 6.1633
H 3.2979 2.0902 6.4145
H 2.3245 3.5588 6.5943
H 1.6598 1.3616 8.0865
H 0.4056 2.3563 7.3520
H 1.5263 -0.2472 6.2323
H -0.1679 0.3162 6.2841



10
Properties=species:S:1:pos:R:3 method="wB97M-V/def2-TZVPD" gap_ev=9.7 relative_energy_kcal_mol=24.49 energy_ev=-8098.2523 multiplicity=1 e_homo_ha=-0.3247 charge=0 smiles=Nc1ncn[nH]1 largest_force_ha_per_bohr=0.05130
N -1.8226 -0.3421 -0.2735
C -0.4280 -0.2920 -0.2010
N 0.5134 -1.1835 -0.3079
C 1.6999 -0.4726 -0.0279
N 1.5558 0.7848 0.2309
N 0.2309 1.0284 0.1798
H -2.1673 0.4675 0.2114
H -2.4186 -1.1518 -0.0782
H 2.6775 -0.9081 0.1795
H 0.1523 2.0621 0.0813